Entry from the OMol25 dataset: a 2-piece molecular cluster, C5H13NO overall (wB97M-V/def2-TZVPD).

Properties
**Total energy**: -328.20768 Eh
**Energy above the lowest of the compared OMol25 structures with the same formula, charge and spin**: 3.0250 eV
**2S+1**: 1
**Largest force on an atom**: 3.14 eV/Å
**SMILES**: C=CCCCN.O
**HOMO-LUMO gap**: 9.690 eV

Last column: Mulliken charge in e.
Cartesian coordinates (Å):
C (-2.94, -1.52, 0.25)  -0.771
C (-1.66, -1.07, 0.19)  -0.045
C (-1.18, 0.19, -0.52)  -0.559
C (0.33, 0.43, -0.07)  -0.848
C (1.50, -0.54, -0.56)  -0.337
N (1.72, -1.72, 0.30)  -0.592
H (-3.36, -2.10, 1.02)  0.296
H (-3.73, -1.41, -0.52)  0.235
H (-0.85, -1.42, 1.02)  0.115
H (-1.33, 0.04, -1.56)  0.431
H (-1.81, 1.04, -0.20)  0.281
H (0.33, 0.21, 1.01)  0.331
H (0.43, 1.46, -0.20)  0.436
H (2.42, 0.10, -0.51)  0.272
H (1.37, -0.85, -1.63)  0.336
H (2.37, -2.26, -0.29)  0.232
H (2.18, -1.72, 1.26)  0.206
O (1.36, 3.72, -0.04)  -0.655
H (0.65, 3.81, 0.57)  0.317
H (2.21, 3.63, 0.44)  0.321